(1)
Molecular formula: C21H57O22P5
Method: DFT, ωB97M-V/def2-TZVPD

Results
frontier orbital gap = 9.9 eV
total charge = 0
HOMO level = -9.7 eV
energy above the lowest of the compared OMol25 structures with the same formula, charge and spin = 31.26 kcal/mol
max |F| = 0.1632 hartree/bohr
SMILES string = COP(=O)(OC)OC.COP(=O)(OC)OC.COP(=O)(OC)OC.COP(=O)(OC)OC.COP(=O)(OC)OC.CC(C)=O.CC(C)=O
LUMO level = 0.2 eV

Structure (XYZ):
```
105
Properties=species:S:1:pos:R:3:lowdin_charge:R:1
C -2.46 2.59 -1.25 -0.07
O -3.29 1.91 -0.31 -0.23
P -3.00 2.17 1.34 0.58
O -3.79 3.29 1.87 -0.24
O -3.31 0.85 2.22 -0.26
C -4.56 0.84 3.00 -0.07
O -1.37 2.61 1.59 -0.25
C -0.89 2.62 2.82 -0.20
H -1.55 2.30 -1.28 0.00
H -2.37 3.50 -0.98 0.03
H -3.09 2.31 -2.16 0.14
H -4.33 1.58 3.69 0.06
H -5.15 -0.13 3.42 0.15
H -5.36 1.06 2.36 0.04
H -1.38 3.44 3.47 0.12
H 0.16 2.63 2.91 0.05
H -1.22 1.60 3.35 0.12
C 2.50 1.63 -3.83 -0.13
O 2.02 0.36 -3.91 -0.17
P 0.48 -0.04 -4.01 0.35
O -0.27 0.39 -2.85 -0.22
O -0.15 0.70 -5.19 -0.17
C -1.61 0.81 -5.17 -0.04
O 0.18 -1.61 -4.23 -0.20
C 0.12 -2.53 -3.02 0.01
H 3.49 1.70 -3.70 0.06
H 2.16 2.25 -3.08 0.06
H 2.26 2.22 -4.68 0.09
H -2.10 0.11 -4.49 0.07
H -2.09 0.73 -6.05 0.05
H -1.82 1.77 -4.73 0.09
H 0.82 -2.31 -2.24 0.08
H 0.27 -3.46 -3.36 0.03
H -0.96 -2.66 -2.82 0.09
C 2.27 0.86 4.48 -0.17
O 3.51 0.50 4.06 -0.22
P 4.23 1.33 2.89 0.44
O 3.67 2.69 2.79 -0.26
O 5.66 1.63 3.67 -0.25
C 5.77 2.74 4.48 -0.17
O 4.75 0.65 1.60 -0.23
C 5.78 1.16 0.79 -0.06
H 1.74 1.75 3.89 0.10
H 2.80 1.23 5.46 0.12
H 1.54 0.07 4.87 0.10
H 5.47 3.81 3.87 0.16
H 6.82 2.75 4.94 0.10
H 5.21 2.76 5.34 0.03
H 6.55 1.31 1.41 0.03
H 5.40 2.09 0.42 0.10
H 6.06 0.31 0.08 0.13
C -6.64 -0.17 -0.59 -0.19
O -5.48 -0.50 -0.02 -0.26
P -4.85 -2.06 -0.16 0.47
O -5.88 -2.92 -0.78 -0.23
O -3.62 -1.96 -1.11 -0.18
C -3.51 -0.92 -2.04 -0.13
O -4.05 -2.63 1.06 -0.21
C -3.73 -3.96 1.06 -0.14
H -6.73 -0.30 -1.76 0.12
H -6.66 0.91 -0.42 0.09
H -7.47 -0.80 -0.07 0.13
H -4.30 -0.35 -2.39 0.06
H -3.09 -1.27 -3.04 0.10
H -2.72 -0.11 -1.79 0.10
H -3.02 -4.15 0.24 0.10
H -4.61 -4.66 0.72 0.13
H -3.47 -4.36 1.95 0.05
C 3.01 -0.40 -1.05 -0.19
O 1.70 -0.45 -0.85 -0.22
P 0.98 0.71 0.10 0.47
O 1.82 0.84 1.34 -0.25
O 1.13 2.01 -0.76 -0.20
C 1.72 3.15 -0.18 -0.08
O -0.51 0.35 0.35 -0.20
C -0.87 -0.93 0.95 -0.02
H 3.56 -0.73 -0.27 0.04
H 3.41 0.72 -1.24 0.15
H 3.39 -1.15 -1.67 0.08
H 2.56 2.84 0.45 0.08
H 1.09 3.82 0.27 0.06
H 2.02 3.90 -0.90 0.09
H -1.78 -1.31 0.80 0.03
H -0.54 -0.95 1.99 0.09
H -0.22 -1.66 0.47 0.09
C 4.37 -0.81 -6.83 0.02
C 4.66 -1.81 -5.68 -0.39
C 3.51 -2.71 -5.14 0.01
O 5.82 -1.85 -5.31 0.05
H 3.83 -1.11 -7.57 0.03
H 5.29 -0.42 -7.11 0.07
H 3.86 -0.05 -6.52 0.02
H 3.30 -2.19 -4.23 0.06
H 3.93 -3.59 -4.82 0.05
H 2.78 -2.94 -5.88 0.08
C -1.80 -3.87 5.79 0.01
C -2.11 -2.33 5.97 -0.43
C -1.99 -1.44 4.81 -0.03
O -2.54 -1.88 7.05 0.04
H -1.52 -4.33 6.83 0.13
H -1.22 -4.18 5.09 -0.01
H -2.70 -4.37 5.78 0.05
H -2.53 -0.57 4.94 0.04
H -2.19 -1.79 3.67 0.13
H -0.93 -1.20 4.73 0.08
```

(2)
Molecular formula: C21H58BF4N5O5
Method: DFT, ωB97M-V/def2-TZVPD

Results
frontier orbital gap = 10.1 eV
total charge = +4
HOMO level = -17.9 eV
energy above the lowest of the compared OMol25 structures with the same formula, charge and spin = 12.69 kcal/mol
max |F| = 0.0729 hartree/bohr
LUMO level = -7.8 eV

Structure (XYZ):
```
94
Properties=species:S:1:pos:R:3:lowdin_charge:R:1
B -0.06 1.99 -2.85 -1.27
F 0.49 2.70 -3.93 0.12
F -0.46 0.79 -3.28 0.18
F 0.97 1.70 -1.87 0.04
F -1.06 2.79 -2.24 0.08
C -4.55 -3.50 5.92 0.00
N -5.09 -3.97 4.63 -0.40
C -6.31 -4.79 4.90 0.03
C -5.38 -2.76 3.90 -0.02
C -4.08 -4.85 3.90 -0.10
C -4.51 -5.27 2.54 -0.25
O -5.44 -6.31 2.69 -0.07
H -3.81 -2.70 5.87 0.12
H -4.29 -4.38 6.46 0.11
H -5.44 -3.02 6.42 0.14
H -7.05 -4.17 5.40 0.12
H -5.95 -5.67 5.45 0.13
H -6.80 -5.20 4.00 0.11
H -5.91 -3.06 3.02 0.09
H -4.41 -2.29 3.68 0.13
H -6.11 -2.12 4.45 0.14
H -3.78 -5.72 4.52 0.16
H -3.20 -4.18 3.84 0.14
H -3.55 -5.65 2.13 0.14
H -4.92 -4.50 1.84 0.14
H -5.64 -6.72 1.81 0.14
C 1.60 -2.07 -3.50 -0.04
N 2.78 -1.67 -2.77 -0.35
C 2.64 -2.24 -1.41 0.01
C 4.01 -2.34 -3.46 0.06
C 2.99 -0.20 -2.92 -0.11
C 3.85 0.46 -1.90 -0.19
O 5.21 -0.05 -1.89 -0.07
H 0.67 -1.86 -2.92 0.12
H 1.50 -3.13 -3.75 0.12
H 1.48 -1.53 -4.43 0.12
H 3.58 -2.32 -0.90 0.10
H 2.21 -3.27 -1.63 0.13
H 1.89 -1.73 -0.76 0.12
H 3.95 -2.06 -4.53 0.13
H 3.83 -3.41 -3.48 0.11
H 4.87 -1.95 -3.00 0.08
H 2.03 0.35 -2.71 0.13
H 3.27 -0.04 -3.95 0.15
H 3.40 0.43 -0.97 0.10
H 3.98 1.54 -2.14 0.15
H 5.87 0.53 -1.50 0.10
C 1.83 7.34 0.15 0.02
N 0.55 7.54 -0.62 -0.37
C -0.59 7.05 0.22 0.02
C 0.35 9.02 -0.92 0.02
C 0.57 6.88 -2.01 -0.05
C 1.20 5.46 -2.04 -0.21
O 2.61 5.48 -1.83 -0.07
H 1.94 6.29 0.44 0.12
H 1.68 7.88 1.05 0.10
H 2.66 7.64 -0.47 0.11
H -1.51 7.25 -0.32 0.11
H -0.47 7.58 1.16 0.11
H -0.46 5.99 0.40 0.11
H -0.11 9.52 -0.05 0.12
H -0.43 9.01 -1.64 0.09
H 1.31 9.48 -1.34 0.16
H 1.23 7.52 -2.51 0.12
H -0.42 6.88 -2.41 0.13
H 1.01 5.05 -3.01 0.11
H 0.71 4.74 -1.36 0.12
H 3.00 4.66 -2.23 0.12
C 6.35 -4.53 2.35 0.02
C 5.82 -5.91 2.16 -0.39
O 4.83 -6.25 1.59 0.18
N 6.64 -7.10 2.81 0.10
H 6.78 -7.67 1.98 0.18
H 7.51 -6.79 3.18 0.16
C 5.76 -7.74 3.90 0.05
H 5.50 -3.81 2.17 0.12
H 7.20 -4.34 1.73 0.09
H 6.72 -4.41 3.46 0.15
H 6.42 -8.56 4.38 0.15
H 4.86 -8.07 3.39 0.10
H 5.56 -7.00 4.61 0.08
C -5.53 3.58 -1.87 0.02
C -4.51 4.34 -2.69 -0.33
O -4.57 5.50 -2.97 0.19
N -3.37 3.45 -3.31 0.09
H -3.08 3.97 -4.15 0.19
H -2.55 3.54 -2.69 0.13
C -3.69 2.02 -3.56 0.00
H -5.83 2.68 -2.38 0.08
H -6.42 4.15 -1.68 0.10
H -5.11 3.26 -0.90 0.12
H -4.13 1.59 -2.60 0.12
H -2.79 1.43 -3.82 0.10
H -4.33 1.86 -4.40 0.10
```

(3)
Molecular formula: C21H58NO14PS
Method: DFT, ωB97M-V/def2-TZVPD

Results
frontier orbital gap = 8.2 eV
total charge = 0
HOMO level = -7.6 eV
max |F| = 0.0776 hartree/bohr
LUMO level = 0.6 eV

Structure (XYZ):
```
96
Properties=species:S:1:pos:R:3:lowdin_charge:R:1
C 6.29 2.54 2.81 0.02
C 5.03 2.39 1.99 -0.48
O 4.56 3.32 1.47 0.14
N 4.38 1.14 1.86 -0.06
O 3.97 0.90 0.55 -0.25
S 2.46 0.10 0.65 0.90
O 2.12 -0.29 -0.67 -0.39
O 1.37 1.27 1.10 -0.55
P -0.13 0.47 1.40 0.87
C -1.31 1.67 2.22 -0.22
O 0.15 -0.67 2.59 -0.31
C 5.09 0.00 2.45 -0.48
C 6.47 -0.42 1.98 0.01
O 4.56 -0.61 3.27 0.18
H 7.18 2.24 2.27 0.07
H 6.38 3.60 3.01 0.09
H 6.21 2.06 3.78 0.10
H -1.67 1.29 3.18 0.01
H -2.20 1.82 1.62 0.03
H -0.80 2.63 2.35 0.04
H -0.70 -1.00 2.92 0.03
H 6.42 -1.48 1.77 0.09
H 6.83 0.09 1.09 0.08
H 7.14 -0.31 2.83 0.09
C 10.73 3.22 1.43 -0.09
C 10.30 2.02 2.25 -0.32
O 9.48 1.14 1.48 -0.10
H 9.86 3.77 1.07 0.08
H 11.35 3.90 2.02 0.08
H 11.30 2.91 0.55 0.07
H 9.72 2.34 3.11 0.11
H 11.17 1.47 2.60 0.11
H 9.99 0.85 0.72 0.08
C 1.75 2.29 -2.22 -0.09
C 1.62 3.79 -2.32 -0.31
O 1.48 4.38 -1.03 -0.09
H 0.88 1.85 -1.73 0.06
H 1.86 1.84 -3.21 0.08
H 2.63 2.02 -1.62 0.05
H 0.74 4.06 -2.91 0.10
H 2.51 4.22 -2.81 0.11
H 2.26 4.15 -0.51 0.07
C -1.75 -3.26 -1.66 -0.08
C -1.15 -2.05 -0.98 -0.32
O -1.20 -2.19 0.44 -0.14
H -2.79 -3.40 -1.36 0.05
H -1.72 -3.15 -2.75 0.07
H -1.22 -4.18 -1.39 0.07
H -1.70 -1.15 -1.23 0.11
H -0.10 -1.92 -1.28 0.10
H -0.71 -2.98 0.69 0.08
C -3.86 -0.30 6.10 -0.09
C -3.78 -0.24 4.59 -0.30
O -2.65 -0.95 4.10 -0.10
H -2.95 0.11 6.54 0.08
H -4.72 0.25 6.47 0.08
H -3.93 -1.34 6.44 0.07
H -3.69 0.79 4.25 0.10
H -4.69 -0.66 4.14 0.11
H -2.73 -1.87 4.38 0.09
C -6.66 -2.54 -1.83 -0.08
C -6.04 -1.35 -1.13 -0.32
O -6.10 -1.50 0.29 -0.09
H -7.70 -2.67 -1.53 0.08
H -6.62 -2.42 -2.92 0.06
H -6.14 -3.47 -1.56 0.06
H -6.57 -0.44 -1.38 0.11
H -4.99 -1.23 -1.43 0.10
H -5.61 -2.30 0.52 0.07
C -3.31 -7.25 -0.39 -0.09
C -3.10 -5.97 0.39 -0.31
O -3.88 -4.90 -0.15 -0.11
H -3.05 -7.11 -1.44 0.08
H -2.71 -8.06 0.02 0.07
H -4.36 -7.55 -0.35 0.07
H -2.05 -5.66 0.34 0.10
H -3.36 -6.11 1.44 0.11
H -4.80 -5.16 -0.10 0.08
C -2.82 4.71 -3.46 -0.09
C -3.07 5.19 -2.05 -0.32
O -2.99 4.11 -1.12 -0.09
H -3.54 3.94 -3.76 0.07
H -2.88 5.53 -4.18 0.07
H -1.83 4.25 -3.52 0.06
H -4.06 5.63 -1.95 0.11
H -2.33 5.95 -1.77 0.11
H -2.11 3.72 -1.19 0.07
C -2.69 -0.89 -5.49 -0.09
C -3.86 -1.85 -5.63 -0.32
O -4.71 -1.79 -4.49 -0.10
H -2.12 -1.11 -4.60 0.06
H -2.03 -0.94 -6.36 0.07
H -3.05 0.14 -5.40 0.07
H -3.50 -2.88 -5.70 0.11
H -4.44 -1.63 -6.53 0.11
H -5.04 -0.88 -4.42 0.08
```

(4)
Molecular formula: C21H59O9
Method: DFT, ωB97M-V/def2-TZVPD

Results
frontier orbital gap = 5.0 eV
total charge = -1
HOMO level = -2.9 eV
energy above the lowest of the compared OMol25 structures with the same formula, charge and spin = 0.00 kcal/mol
max |F| = 0.0228 hartree/bohr
LUMO level = 2.1 eV

Structure (XYZ):
```
89
Properties=species:S:1:pos:R:3:lowdin_charge:R:1
C 21.13 -16.75 9.17 -0.09
C 21.17 -17.76 10.33 -0.66
C 21.60 -17.01 11.61 -0.08
O 19.99 -18.41 10.47 -0.27
H 22.15 -16.42 8.93 0.03
H 20.54 -15.87 9.48 0.07
H 20.70 -17.14 8.24 0.06
H 22.00 -18.47 10.09 0.10
H 21.69 -17.74 12.42 0.06
H 20.84 -16.27 11.88 0.05
H 22.54 -16.44 11.54 0.04
C 19.74 -15.62 4.84 -0.07
C 18.46 -15.91 5.62 -0.50
C 17.97 -17.32 5.36 -0.06
O 18.67 -15.80 7.02 -0.04
H 20.13 -14.62 5.01 0.06
H 19.58 -15.71 3.76 0.07
H 20.51 -16.34 5.15 0.08
H 17.71 -15.17 5.30 0.13
H 18.61 -18.07 5.83 0.09
H 17.93 -17.53 4.28 0.08
H 16.97 -17.49 5.76 0.08
H 18.85 -14.88 7.24 0.09
C 17.26 -16.52 14.32 -0.07
C 18.50 -17.07 13.66 -0.53
C 18.88 -18.46 14.17 -0.06
O 18.31 -17.08 12.27 -0.07
H 16.38 -17.09 13.99 0.08
H 17.11 -15.47 14.08 0.07
H 17.33 -16.60 15.41 0.07
H 19.36 -16.42 13.92 0.11
H 18.30 -19.23 13.65 0.08
H 18.73 -18.58 15.24 0.06
H 19.92 -18.68 13.94 0.06
H 19.14 -17.38 11.83 0.04
C 25.55 -21.11 12.23 -0.07
C 24.04 -21.04 12.34 -0.49
C 23.56 -20.15 13.47 -0.05
O 23.44 -20.65 11.10 -0.05
H 25.85 -21.72 11.38 0.08
H 25.97 -21.54 13.15 0.07
H 26.01 -20.12 12.12 0.06
H 23.68 -22.07 12.47 0.13
H 22.48 -20.01 13.38 0.08
H 24.02 -19.16 13.40 0.07
H 23.81 -20.59 14.44 0.07
H 23.93 -19.86 10.82 0.04
C 24.00 -14.44 14.03 -0.06
C 22.86 -13.83 14.82 -0.49
C 21.57 -14.57 14.63 -0.06
O 23.16 -13.77 16.23 -0.06
H 24.91 -13.84 14.06 0.07
H 23.71 -14.57 12.99 0.06
H 24.22 -15.44 14.42 0.09
H 22.71 -12.80 14.46 0.13
H 21.32 -14.61 13.57 0.05
H 20.75 -14.06 15.14 0.08
H 21.61 -15.60 14.98 0.09
H 24.12 -13.71 16.31 0.07
C 24.04 -13.23 5.59 -0.07
C 22.80 -13.10 6.47 -0.48
C 22.57 -14.39 7.25 -0.06
O 22.95 -11.99 7.37 -0.05
H 24.17 -12.34 4.97 0.08
H 23.94 -14.10 4.94 0.08
H 24.94 -13.35 6.20 0.08
H 21.94 -12.87 5.84 0.13
H 21.76 -14.26 7.97 0.06
H 23.48 -14.67 7.79 0.08
H 22.22 -15.20 6.60 0.07
H 23.73 -12.18 7.90 0.07
C 22.77 -19.50 7.23 -0.17
O 22.96 -20.65 8.03 -0.11
H 21.71 -19.38 7.03 0.08
H 23.13 -18.59 7.71 0.05
H 23.28 -19.59 6.26 0.07
H 23.77 -21.11 7.80 0.07
C 21.68 -13.33 10.73 -0.15
O 22.47 -12.17 11.02 -0.13
H 22.30 -14.15 10.36 0.06
H 21.18 -13.68 11.62 0.06
H 20.95 -13.09 9.95 0.08
H 23.36 -12.30 10.69 0.06
C 24.87 -16.84 9.82 -0.16
O 24.85 -17.98 10.66 -0.12
H 24.35 -17.02 8.89 0.06
H 24.37 -15.98 10.29 0.06
H 25.90 -16.54 9.59 0.08
H 25.46 -17.81 11.39 0.08
```

(5)
Molecular formula: C21H60N2O9
Method: DFT, ωB97M-V/def2-TZVPD

Results
frontier orbital gap = 9.5 eV
total charge = 0
HOMO level = -9.3 eV
energy above the lowest of the compared OMol25 structures with the same formula, charge and spin = 120.89 kcal/mol
max |F| = 0.2586 hartree/bohr
SMILES string = NC(N)=O.CC(C)O.CC(C)O.CC(C)O.CC(C)O.CC(C)O.CC(C)O.CO.CO
LUMO level = 0.2 eV

Structure (XYZ):
```
92
Properties=species:S:1:pos:R:3:lowdin_charge:R:1
N -1.07 1.09 -1.54 0.16
C -0.75 0.58 -2.70 -0.61
N -1.37 1.17 -3.74 0.13
O 0.20 -0.43 -2.88 -0.15
H -0.61 0.63 -0.66 0.11
H -2.02 1.52 -1.40 0.14
H -1.12 0.77 -4.66 0.12
H -2.20 1.77 -3.68 0.12
C 3.02 4.03 2.54 -0.02
C 2.37 5.35 1.95 -0.66
C 2.92 6.51 2.64 -0.06
O 2.53 5.63 0.75 0.02
H 4.06 4.07 2.34 0.05
H 2.68 3.04 2.11 0.06
H 2.84 4.07 3.66 0.10
H 1.29 5.29 2.07 0.14
H 2.56 6.43 3.63 0.07
H 2.44 7.44 2.36 0.09
H 4.00 6.66 2.68 0.10
H 2.02 5.05 0.15 0.10
C 0.68 -4.04 -2.87 -0.01
C 0.30 -4.87 -4.10 -0.65
C -0.91 -5.69 -3.94 -0.06
O 0.20 -4.26 -5.22 0.01
H 0.24 -4.58 -2.04 0.06
H 0.49 -3.01 -2.79 0.04
H 1.75 -4.11 -2.75 0.08
H 1.07 -5.54 -4.39 0.13
H -1.20 -6.10 -4.89 0.08
H -1.77 -5.20 -3.52 0.06
H -0.64 -6.54 -3.28 0.09
H 0.25 -3.31 -4.90 0.14
C -2.16 -2.35 -1.78 -0.03
C -3.41 -1.77 -1.22 -0.67
C -4.21 -1.00 -2.23 -0.03
O -4.17 -2.54 -0.61 0.05
H -1.46 -2.39 -0.96 0.06
H -1.73 -1.76 -2.53 0.04
H -2.26 -3.39 -2.18 0.11
H -3.03 -1.08 -0.45 0.14
H -3.50 -0.47 -2.85 0.06
H -4.91 -0.34 -1.82 0.07
H -4.69 -1.57 -3.04 0.10
H -4.94 -2.63 -1.17 0.12
C -1.62 -0.79 3.40 -0.03
C -2.47 -0.34 4.62 -0.64
C -1.97 -0.84 5.98 -0.03
O -2.76 0.86 4.69 0.00
H -0.66 -0.23 3.45 0.09
H -2.09 -0.63 2.49 0.05
H -1.38 -1.83 3.56 0.07
H -3.52 -0.69 4.51 0.14
H -1.00 -0.45 6.28 0.08
H -1.82 -1.92 6.04 0.08
H -2.61 -0.63 6.80 0.06
H -3.52 1.07 4.06 0.17
C 1.75 0.34 0.68 -0.02
C 0.83 -0.92 0.39 -0.61
C 1.26 -2.09 1.32 -0.01
O -0.34 -0.60 0.43 -0.02
H 1.61 1.21 0.06 0.04
H 2.78 0.07 0.63 0.07
H 1.64 0.68 1.73 0.08
H 1.01 -1.28 -0.64 0.14
H 2.30 -2.31 1.14 0.07
H 0.72 -3.03 0.92 0.07
H 1.01 -2.03 2.37 0.08
H -0.69 -0.93 1.26 0.08
C 4.21 3.48 -1.27 -0.02
C 2.85 3.25 -2.04 -0.63
C 2.89 1.77 -2.55 -0.03
O 1.83 3.54 -1.44 -0.01
H 4.31 4.56 -0.97 0.08
H 4.96 3.21 -2.03 0.08
H 4.25 2.89 -0.34 0.07
H 2.78 3.96 -2.87 0.14
H 2.07 1.41 -3.18 0.06
H 3.12 1.05 -1.73 0.08
H 3.80 1.51 -3.07 0.06
H 1.07 3.63 -2.09 0.18
C -1.24 -4.54 1.25 -0.10
O -1.80 -3.17 1.45 -0.17
H -0.53 -4.73 2.18 0.12
H -0.69 -4.67 0.27 0.06
H -2.12 -5.19 1.12 0.07
H -2.32 -2.95 0.68 0.01
C -0.44 2.62 1.99 -0.17
O -0.34 3.04 0.66 -0.11
H 0.34 3.01 2.63 0.07
H -0.43 1.52 2.20 0.05
H -1.42 2.91 2.39 0.08
H 0.59 3.15 0.49 0.02
```